Entry 1:
DFT (ωB97M-V/def2-TZVPD) results for C25H23CrN8O5S as an isolated structure in a non-equilibrium geometry.

The HOMO energy (spin up / spin down) is -1.1 / -3.8 eV. For the energy above the lowest of the compared OMol25 structures with the same formula, charge and spin, the calculation gives 16.95 kcal per mole. The total energy comes out at -3223.423761 a.u. Its LUMO energy (spin up / spin down) is 2.24 / 2.23 eV. As for the largest force on an atom: 2.508 eV/A.

The geometry in ORCA input format:
```
! RIJCOSX wB97M-V def2-TZVPD def2/J DEFGRID3
* xyz -1 5
Cr -0.128 1.342 0.886
O -1.969 0.711 1.065
C -1.197 3.020 1.405
C -2.135 3.711 0.663
C -3.130 4.473 1.276
C -3.210 4.538 2.659
C -2.275 3.883 3.437
C -1.262 3.142 2.820
C -0.190 2.485 3.492
N 0.550 1.779 2.670
N 1.784 1.352 2.943
C 2.364 1.051 1.780
O 1.722 1.300 0.683
C 3.665 0.424 1.706
C 4.431 0.129 2.845
C 5.622 -0.550 2.722
C 6.080 -0.959 1.471
C 5.333 -0.662 0.335
C 4.146 0.028 0.439
H -2.115 3.652 -0.421
H -3.857 4.997 0.666
H -4.016 5.092 3.125
H -2.336 3.912 4.518
H 0.082 2.641 4.531
H 4.061 0.451 3.806
H 6.211 -0.778 3.603
H 7.015 -1.496 1.383
H 5.686 -0.979 -0.639
H 3.560 0.285 -0.435
N -1.342 -4.739 -4.220
C -0.977 -3.476 -3.767
C -1.445 -2.333 -4.417
C -1.028 -1.078 -4.011
C -0.154 -0.963 -2.947
C 0.320 -2.082 -2.293
C -0.086 -3.341 -2.702
S 0.370 0.642 -2.349
O 1.710 0.453 -1.857
O 0.222 1.614 -3.400
N -0.608 0.928 -1.063
C -1.914 0.758 -1.254
N -2.630 0.690 -0.082
C -3.993 0.550 -0.104
C -4.613 0.438 -1.332
C -3.835 0.468 -2.471
N -2.484 0.623 -2.430
H -2.212 -4.772 -4.729
H -1.245 -5.481 -3.545
H -2.136 -2.439 -5.241
H -1.365 -0.176 -4.490
H 1.012 -1.949 -1.478
H 0.281 -4.227 -2.203
H -4.480 0.533 0.855
H -5.685 0.329 -1.385
H -4.251 0.384 -3.465
N 2.022 -2.198 0.883
C 0.757 -2.112 1.343
N 0.164 -3.308 1.718
O 0.128 -1.075 1.397
H 2.507 -3.068 0.765
H 2.461 -1.344 0.560
H 0.747 -4.045 2.078
H -0.711 -3.178 2.204
*
```

---

Entry 2:
DFT (ωB97M-V/def2-TZVPD) results for C25H23F4N3PdS as an isolated structure in a non-equilibrium geometry.

The HOMO energy (spin up / spin down) is -7.1 / -7.0 eV. For the energy above the lowest of the compared OMol25 structures with the same formula, charge and spin, the calculation gives 20.39 kcal per mole. The total energy comes out at -2056.207428 a.u. Its LUMO energy (spin up / spin down) is -0.30 / -0.30 eV. As for the largest force on an atom: 1.754 eV/A.

The geometry in ORCA input format:
```
! RIJCOSX wB97M-V def2-TZVPD def2/J DEFGRID3
* xyz 0 1
Pd 0.011 -0.099 -0.231
C 3.659 -1.136 0.221
C 2.787 -1.110 1.464
N 1.745 -0.084 1.440
C 2.249 1.251 1.087
C 3.310 1.829 2.024
C 0.947 -0.140 2.658
C -0.283 0.760 2.647
N -0.971 0.732 1.354
C -2.272 1.141 1.235
C -2.907 1.182 -0.035
F -2.201 0.861 -1.140
C -4.212 1.569 -0.220
F -4.706 1.556 -1.469
C -5.014 1.976 0.828
C -4.417 1.991 2.066
F -5.124 2.398 3.135
C -3.108 1.602 2.274
F -2.645 1.699 3.540
H 4.290 -2.026 0.245
H 4.317 -0.270 0.151
H 3.050 -1.182 -0.684
H 3.421 -0.996 2.358
H 2.271 -2.069 1.558
H 1.395 1.933 1.070
H 2.658 1.199 0.077
H 2.955 1.863 3.056
H 3.553 2.849 1.725
H 4.233 1.247 2.002
H 1.559 0.082 3.545
H 0.607 -1.176 2.747
H 0.014 1.784 2.910
H -0.921 0.409 3.457
H -6.042 2.272 0.686
S 1.784 -2.514 -3.583
C 2.275 -0.879 -3.895
C 3.144 -0.394 -4.871
C 3.381 0.965 -4.907
C 2.760 1.831 -3.997
C 1.896 1.350 -3.036
C 1.659 -0.021 -2.986
N 0.823 -0.676 -2.086
C 0.799 -1.958 -2.286
C 0.034 -2.787 -1.359
C -0.215 -4.141 -1.555
C -0.928 -4.841 -0.597
C -1.395 -4.173 0.532
C -1.166 -2.813 0.705
C -0.429 -2.100 -0.234
H 3.620 -1.060 -5.578
H 4.054 1.366 -5.653
H 2.957 2.893 -4.055
H 1.394 2.008 -2.338
H 0.127 -4.642 -2.455
H -1.129 -5.896 -0.730
H -1.950 -4.721 1.284
H -1.572 -2.308 1.572
*
```

---

Entry 3:
DFT (ωB97M-V/def2-TZVPD) results for C25H23KN8O2S5 as an isolated structure.

The HOMO energy is -0.5 eV. For the energy above the lowest of the compared OMol25 structures with the same formula, charge and spin, the calculation gives 0.00 kcal per mole. The total energy comes out at -4146.063916 a.u. Its LUMO energy is 4.09 eV. As for the largest force on an atom: 0.812 eV/A.

The geometry in ORCA input format:
```
! RIJCOSX wB97M-V def2-TZVPD def2/J DEFGRID3
* xyz -2 1
K -0.076 0.126 -0.289
N -8.284 0.863 -4.317
C -6.934 1.027 -3.921
C -5.919 1.055 -4.874
C -4.600 1.243 -4.489
C -4.287 1.419 -3.152
C -5.292 1.401 -2.198
C -6.611 1.207 -2.579
S -2.592 1.630 -2.627
O -2.637 2.654 -1.603
O -1.839 1.958 -3.823
N -2.157 0.293 -1.924
C -2.068 -0.895 -2.564
N -1.513 -1.877 -1.803
C -1.303 -3.040 -2.380
C -1.691 -3.303 -3.696
C -2.302 -2.258 -4.362
N -2.495 -1.053 -3.835
H -8.366 0.321 -5.166
H -8.840 0.436 -3.591
H -6.163 0.917 -5.922
H -3.796 1.241 -5.212
H -5.034 1.538 -1.155
H -7.396 1.191 -1.830
H -0.809 -3.788 -1.768
H -1.520 -4.261 -4.164
H -2.651 -2.385 -5.385
C 3.205 1.270 2.944
C 4.313 0.862 2.221
C 4.278 0.920 0.843
C 3.126 1.380 0.212
N 2.041 1.734 0.906
C 2.087 1.674 2.235
C 3.039 1.490 -1.273
C 4.180 1.528 -2.074
C 4.038 1.601 -3.449
C 2.764 1.640 -3.995
C 1.683 1.633 -3.125
N 1.821 1.580 -1.806
H 3.175 1.208 4.023
H 5.182 0.459 2.725
H 5.101 0.523 0.266
H 1.169 1.936 2.752
H 5.166 1.483 -1.633
H 4.913 1.612 -4.088
H 2.603 1.676 -5.065
H 0.663 1.666 -3.499
S 0.160 -3.108 2.326
S 1.810 -1.843 2.442
S 3.268 -2.397 1.112
S 2.833 -1.718 -0.794
N -1.286 -0.563 3.616
C -1.403 0.741 3.284
C -1.538 1.732 4.287
C -1.722 3.042 3.915
C -1.783 3.372 2.562
C -1.629 2.343 1.650
N -1.424 1.066 1.984
H -1.004 -0.791 4.554
H -0.981 -1.279 2.942
H -1.500 1.440 5.329
H -1.822 3.809 4.676
H -1.935 4.386 2.221
H -1.671 2.549 0.583
*
```

---

Entry 4:
DFT (ωB97M-V/def2-TZVPD) results for one molecule with the formula C25H24N2O4S.

The HOMO energy is -8.7 eV. For the energy above the lowest of the compared OMol25 structures with the same formula, charge and spin, the calculation gives 6.78 kcal per mole. The total energy comes out at -1775.734591 a.u. Its LUMO energy is -0.36 eV. Its SMILES is CCCCOc1cccc([C@@H]2C(C(=O)c3cccs3)=C(O)C(=O)N2Cc2cccnc2)c1. As for the largest force on an atom: 0.714 eV/A.

The geometry in ORCA input format:
```
! RIJCOSX wB97M-V def2-TZVPD def2/J DEFGRID3
* xyz 0 1
C -0.253 1.254 -6.346
C -0.777 1.184 -4.916
C 0.320 0.899 -3.889
C 0.803 -0.553 -3.926
O -0.222 -1.480 -3.625
C -0.676 -1.598 -2.352
C -1.802 -2.411 -2.185
C -2.344 -2.606 -0.933
C -1.781 -2.001 0.180
C -0.661 -1.203 0.025
C -0.017 -0.526 1.213
C 0.051 0.973 1.031
C -1.196 1.742 0.912
O -2.221 1.366 1.456
C -1.172 2.949 0.093
C -2.159 3.905 0.054
C -1.907 4.918 -0.884
C -0.744 4.713 -1.566
S 0.072 3.299 -1.061
C 1.341 1.355 1.092
O 1.921 2.556 1.041
C 2.202 0.157 1.300
O 3.416 0.184 1.389
N 1.374 -0.900 1.358
C 1.792 -2.273 1.511
C 1.177 -2.879 2.742
C 0.168 -3.830 2.662
C -0.387 -4.321 3.832
C 0.087 -3.832 5.040
N 1.043 -2.923 5.128
C 1.571 -2.462 4.011
C -0.107 -1.002 -1.233
H 0.524 2.011 -6.431
H 0.160 0.299 -6.659
H -1.060 1.512 -7.028
H -1.248 2.137 -4.664
H -1.539 0.406 -4.842
H 1.176 1.553 -4.065
H -0.070 1.116 -2.892
H 1.118 -0.822 -4.937
H 1.660 -0.689 -3.255
H -2.232 -2.872 -3.060
H -3.217 -3.231 -0.821
H -2.215 -2.140 1.158
H -0.581 -0.773 2.121
H -3.021 3.861 0.694
H -2.557 5.757 -1.052
H -0.317 5.320 -2.340
H 2.877 2.413 1.170
H 2.884 -2.256 1.588
H 1.498 -2.844 0.622
H -0.176 -4.177 1.697
H -1.171 -5.062 3.807
H -0.314 -4.180 5.983
H 2.350 -1.719 4.128
H 0.769 -0.376 -1.314
*
```